Record 1
127
Properties=species:S:1:pos:R:3:mulliken_charge:R:1 method="wB97M-V/def2-TZVPD" relative_energy_ev=0.137 total_energy_ev=-363037.0128 e_lumo_ev="3.495 / 3.413" total_charge=-2 multiplicity=2 s2=0.754
Cs 1.8578 -2.4928 -0.0034 1.38
C -3.4759 -7.7706 2.9427 -1.57
C -2.3694 -6.7491 2.9586 1.10
C -2.0870 -6.0250 4.1104 -0.75
C -1.0901 -5.0586 4.1240 -0.26
C -0.3605 -4.8057 2.9725 -0.41
C -0.6360 -5.5173 1.8114 -0.32
C -1.6251 -6.4867 1.8125 -0.87
S 0.8487 -3.4905 2.9065 1.05
O 1.0972 -3.1835 4.3096 -0.78
O 1.9729 -4.0350 2.1492 -0.77
N 0.2350 -2.3576 2.0564 0.50
C -0.9172 -1.6417 2.6031 -1.36
C -1.6354 -1.0510 1.3905 -0.02
O -2.7059 -1.5492 1.0218 -1.09
O -1.0308 -0.0989 0.7862 1.04
H -3.4278 -8.4231 3.8165 0.40
H -3.4225 -8.3954 2.0516 0.35
H -4.4562 -7.2884 2.9491 0.30
H -2.6575 -6.2168 5.0131 0.35
H -0.8585 -4.5014 5.0204 0.49
H -0.0774 -5.3164 0.9080 0.43
H -1.8282 -7.0381 0.9020 0.34
H -0.6143 -0.8444 3.2934 0.16
H -1.6125 -2.2985 3.1383 0.39
S 3.5244 -1.2928 -2.2831 -0.70
C 3.7799 -0.1698 -3.6432 0.43
C 4.6550 -0.5237 -4.6740 -0.66
C 4.8750 0.3254 -5.7397 -0.60
C 4.2282 1.5558 -5.7907 -0.81
C 3.3621 1.9126 -4.7719 -0.01
C 3.1219 1.0583 -3.6938 -0.68
As 1.8675 1.5579 -2.2605 1.43
C 2.9727 2.9393 -1.3953 -0.14
C 2.3960 3.5638 -0.2886 0.06
C 3.0874 4.5247 0.4321 -0.75
C 4.3857 4.8618 0.0652 -0.72
C 4.9753 4.2325 -1.0202 -0.67
C 4.2726 3.2783 -1.7501 -0.55
C 0.7553 2.7595 -3.3664 0.05
C 0.8109 4.1427 -3.4024 0.26
C -0.0227 4.8591 -4.2569 -0.77
C -0.9122 4.1950 -5.0859 -0.60
C -0.9790 2.8068 -5.0496 -0.52
C -0.1584 2.0978 -4.1905 -0.38
H 5.1418 -1.4895 -4.6302 0.48
H 5.5453 0.0249 -6.5352 0.34
H 4.3915 2.2293 -6.6229 0.39
H 2.8490 2.8660 -4.8181 0.39
H 1.3974 3.2776 0.0333 0.61
H 2.6174 4.9922 1.2881 0.42
H 4.9366 5.6019 0.6321 0.32
H 5.9909 4.4805 -1.3049 0.34
H 4.7474 2.7932 -2.5948 0.35
H 1.5153 4.6775 -2.7761 0.36
H 0.0296 5.9416 -4.2687 0.38
H -1.5636 4.7529 -5.7472 0.33
H -1.6881 2.2771 -5.6722 0.41
H -0.2361 1.0160 -4.1439 0.29
O 2.9599 0.4595 0.6905 -0.47
H 3.7056 1.0677 0.7447 0.29
H 2.2059 0.9313 1.1197 0.36
O 0.7570 1.3404 2.0743 -0.60
H 0.1049 0.7883 1.5472 0.03
H 0.8735 0.8328 2.8825 0.26
O -0.1993 -0.8167 -1.9021 0.23
H -0.4938 -0.5311 -1.0185 -0.34
H -0.7482 -1.5961 -2.1062 0.36
I 2.5960 -3.2838 -3.4962 0.21
I 1.5112 -5.8386 -5.0551 -0.71
N -2.5115 -3.3804 -0.9906 0.28
C -2.9090 -4.6531 -0.8529 -0.40
C -2.3567 -5.3680 -1.8937 -0.86
C -1.6102 -4.4161 -2.6122 -0.47
N -1.7131 -3.2160 -2.0589 -0.41
H -2.6447 -2.6129 -0.3219 0.26
H -3.5284 -4.9470 -0.0228 0.59
H -2.4549 -6.4185 -2.0985 0.39
H -0.9929 -4.5594 -3.4842 0.46
C -0.8071 5.8805 -0.5164 -1.09
Ge -1.5959 4.6074 0.7345 1.22
C -3.2971 5.4106 1.2826 -1.37
C -0.4307 4.6317 2.3060 -1.25
Ge -1.9582 2.3482 -0.0536 -0.31
C -3.2746 1.7973 1.3005 -0.23
C -4.4702 1.1555 0.9885 -0.17
C -5.3362 0.7291 1.9874 -0.57
C -5.0152 0.9188 3.3218 -0.54
C -3.8180 1.5397 3.6545 -0.84
C -2.9615 1.9688 2.6517 -0.14
C -2.9420 2.3643 -1.7432 0.35
C -3.1423 1.1656 -2.4326 -0.10
C -3.9145 1.1233 -3.5850 -0.61
C -4.4987 2.2835 -4.0759 -0.61
C -4.2926 3.4850 -3.4153 -0.61
C -3.5162 3.5242 -2.2638 -0.10
H -0.8541 6.8660 -0.0466 0.47
H -1.3299 5.9139 -1.4687 0.33
H 0.2343 5.6382 -0.7144 0.15
H -3.0821 6.3406 1.8134 0.48
H -3.8485 4.7405 1.9396 0.33
H -3.9260 5.6346 0.4213 0.37
H 0.1131 5.5786 2.3226 0.52
H 0.2785 3.8049 2.2945 0.16
H -1.0229 4.5577 3.2179 0.48
H -4.7368 0.9799 -0.0474 0.30
H -6.2555 0.2234 1.7175 0.37
H -5.6842 0.5705 4.0997 0.30
H -3.5446 1.6792 4.6939 0.41
H -2.0205 2.4275 2.9336 0.25
H -2.6759 0.2555 -2.0744 0.33
H -4.0533 0.1810 -4.1000 0.44
H -5.1022 2.2512 -4.9747 0.32
H -4.7295 4.3995 -3.7996 0.37
H -3.3698 4.4776 -1.7716 -0.03
Br 6.8070 -3.1033 2.0429 -0.22
C 5.8629 -3.4568 3.6512 0.17
C 6.3881 -4.4448 4.4749 -0.45
C 5.7431 -4.7767 5.6542 -0.44
C 4.5679 -4.1240 5.9996 -0.74
C 4.0514 -3.1429 5.1711 -0.32
C 4.6990 -2.7877 3.9909 0.22
I 3.8279 -1.3217 2.7818 0.31
H 7.2943 -4.9527 4.1759 0.37
H 6.1504 -5.5539 6.2874 0.34
H 4.0364 -4.3900 6.9035 0.37
H 3.1053 -2.6718 5.4051 0.38

---

Record 2
118
Properties=species:S:1:pos:R:3:mulliken_charge:R:1 method="wB97M-V/def2-TZVPD" total_energy_ev=-94680.8893 e_lumo_ev=-3.491 total_charge=+1
V 0.0471 -0.4133 -0.3879 -0.61
O -1.1242 -1.1553 0.4170 1.52
C -1.4848 -2.1271 1.2130 0.19
C -2.8147 -2.4225 1.5118 -0.44
C -3.1322 -3.4549 2.3685 -0.77
C -2.1252 -4.2139 2.9497 -0.88
C -0.8070 -3.9806 2.6234 -0.96
C -0.4538 -2.9472 1.7467 0.59
C 0.8779 -2.7740 1.2675 -1.05
N 1.2491 -1.8010 0.4919 1.40
N 2.4848 -1.8059 0.0186 -1.48
C 2.6182 -0.9796 -0.9958 0.47
O 1.5843 -0.3381 -1.3914 0.28
C 3.9450 -0.8165 -1.6036 0.57
C 5.0786 -1.2849 -0.9352 -0.37
C 6.3316 -1.1001 -1.4855 -0.80
C 6.4743 -0.4634 -2.7101 -0.38
C 5.3530 -0.0060 -3.3830 -0.99
C 4.0958 -0.1781 -2.8358 -0.11
H -3.5817 -1.8318 1.0443 0.41
H -4.1652 -3.6757 2.5819 0.50
H -2.3868 -5.0012 3.6370 0.45
H -0.0283 -4.6000 3.0369 0.51
H 1.6044 -3.5509 1.4909 0.48
H 4.9592 -1.7890 0.0107 0.46
H 7.2052 -1.4544 -0.9608 0.41
H 7.4553 -0.3261 -3.1412 0.41
H 5.4622 0.4890 -4.3365 0.42
H 3.2219 0.1763 -3.3623 0.34
C 1.3499 0.7898 0.8782 -1.61
H 1.8305 1.4496 0.1645 -0.24
H 2.1346 0.2045 1.3509 0.75
H 0.8775 1.3960 1.6352 0.82
N -1.2889 -5.2296 -9.7385 -0.46
C -1.2940 -4.5663 -8.8060 0.00
C -1.2977 -3.7370 -7.6569 0.48
C -0.6770 -4.1632 -6.4822 -0.97
C -0.6643 -3.3429 -5.3719 -0.36
C -1.2729 -2.0909 -5.4235 0.97
C -1.9016 -1.6686 -6.5938 -0.48
C -1.9197 -2.4889 -7.7034 -0.95
N -1.2924 -1.2635 -4.2809 0.36
C -2.3077 -0.4118 -3.9349 -0.82
C -1.9595 0.1368 -2.7370 -1.02
N -0.7487 -0.3458 -2.3564 0.00
C -0.3717 -1.1881 -3.2941 -0.92
H -0.2152 -5.1374 -6.4475 0.45
H -0.1903 -3.6856 -4.4644 0.48
H -2.3602 -0.6929 -6.6509 0.46
H -2.4089 -2.1681 -8.6108 0.47
H -3.1893 -0.2925 -4.5313 0.72
H -2.4751 0.8584 -2.1396 -0.14
H 0.5658 -1.7134 -3.3180 0.76
C -5.6771 1.8542 2.3003 -1.84
C -4.7031 0.9037 1.5923 1.91
C -5.4944 -0.1034 0.7512 -1.58
C -3.7894 0.3087 2.6471 0.15
C -4.3312 -0.5671 3.5779 -0.01
C -3.5874 -1.0039 4.6561 -1.47
C -2.3257 -0.4880 4.8540 -0.73
C -1.7375 0.3941 3.9509 0.08
C -0.3711 0.9114 4.3599 0.41
C 0.6865 -0.1041 3.9090 -1.58
C -0.0450 2.3565 3.9755 -1.74
C -2.4436 0.7127 2.7869 -0.10
N -1.9083 1.5606 1.7647 0.92
B -1.3104 1.3730 0.4783 3.66
N -1.4873 2.6159 -0.2051 0.52
C -2.0686 3.5097 0.6901 -1.50
C -2.3291 2.8842 1.8440 -1.38
C -1.3971 3.1227 -1.5397 -0.24
C -0.1794 3.6008 -2.0290 0.09
C -0.1310 4.1741 -3.2928 -0.27
C -1.2748 4.3084 -4.0535 -1.73
C -2.4850 3.8843 -3.5421 -0.86
C -2.5771 3.2975 -2.2860 1.46
C -3.9542 2.9912 -1.7292 1.79
C -4.8124 2.1132 -2.6473 -1.47
C -4.6837 4.3180 -1.4752 -1.87
C 1.0418 3.6240 -1.1477 2.32
C 2.2636 3.0448 -1.8610 -1.81
C 1.3088 5.0547 -0.6739 -1.89
H -6.2835 2.3847 1.5704 0.46
H -5.1343 2.5859 2.8919 0.37
H -6.3402 1.3086 2.9659 0.40
H -4.1054 1.4995 0.9007 -1.10
H -6.0450 -0.8060 1.3716 0.22
H -4.8435 -0.6647 0.0812 0.34
H -6.2149 0.4274 0.1291 0.46
H -5.3531 -0.9013 3.4764 0.49
H -4.0009 -1.7047 5.3656 0.44
H -1.7753 -0.7686 5.7400 0.43
H -0.3678 0.9078 5.4577 0.70
H 0.4948 -0.4181 2.8841 0.02
H 0.6281 -0.9868 4.5401 0.45
H 1.6873 0.3139 3.9848 0.42
H 0.0785 2.5198 2.9088 0.25
H 0.8807 2.6482 4.4705 0.43
H -0.8321 3.0210 4.3266 0.38
H -2.2379 4.5325 0.4196 0.74
H -2.8036 3.2663 2.7244 0.71
H 0.8056 4.5661 -3.6584 0.46
H -1.2324 4.7948 -5.0171 0.43
H -3.3827 4.0524 -4.1165 0.46
H -3.8550 2.4809 -0.7683 -0.91
H -4.7744 2.4739 -3.6705 0.29
H -5.8487 2.1408 -2.3181 0.51
H -4.4960 1.0729 -2.6396 0.24
H -4.9364 4.7955 -2.4183 0.43
H -4.0649 5.0053 -0.9030 0.33
H -5.6029 4.1426 -0.9200 0.46
H 0.8131 3.0296 -0.2608 -1.18
H 2.5765 3.6792 -2.6867 0.45
H 2.0310 2.0554 -2.2512 0.22
H 3.1053 2.9598 -1.1777 0.47
H 1.5075 5.7179 -1.5114 0.35
H 2.1683 5.0676 -0.0084 0.46
H 0.4467 5.4360 -0.1324 0.35